Formula: C2H6O2Se
Source: the Open Molecules 2025 dataset
Level of theory: wB97M-V/def2-TZVPD

Output
Energy above the lowest of the compared OMol25 structures with the same formula, charge and spin, kJ/mol: 69.0
Molar mass, g/mol: 141.03
HOMO, eV: -8.7
Largest force on an atom, eV/Å: 3.93

The geometry in ORCA input format:
```
! RIJCOSX wB97M-V def2-TZVPD def2/J DEFGRID3
* xyz 0 1
Se -3.31799 -0.26392 -0.65206
O -1.54316 1.55797 0.55051
H 3.71043 0.17684 0.11099
H -0.70939 0.29463 -0.70011
H -1.61710 1.47281 1.44467
O 2.32854 -1.14272 -0.58447
H 3.97986 -1.60753 0.47388
C -1.50670 0.25239 0.08656
H -1.23692 -0.54921 0.98391
C 3.34778 -0.88880 0.00702
H -3.43534 0.69754 -1.72090
*
```